{"formula": "C2H2NO4S", "method": "the ωB97M-V functional and the def2-TZVPD basis", "elements": ["C", "C", "N", "O", "O", "O", "O", "S", "H", "H"], "xyz": [[0.6144, -2.0146, 0.7595], [-0.0118, -0.7549, 0.8897], [-0.2398, 2.0113, -1.3005], [1.5597, -2.6036, 0.4070], [-0.4909, -2.0756, 1.3962], [0.6035, 1.8963, -0.4013], [-0.1402, 2.7758, -2.2412], [-1.5808, 1.0449, -1.3214], [0.2981, -0.0276, 1.6079], [-0.6123, -0.2519, 0.2042]], "lowdin_spin": [0.0019, 0.0256, 0.4097, 0.0009, 0.0038, 0.3658, 0.4981, 0.6678, 0.0003, 0.0260], "largest_force_ha_per_bohr": 0.096, "energy_ha": -831.12619, "charge": -1, "spin_multiplicity": 3}



{"formula": "C19H22FN3O6S", "method": "the ωB97M-V functional and the def2-TZVPD basis", "elements": ["C", "C", "C", "C", "C", "C", "C", "S", "O", "O", "N", "C", "C", "C", "H", "O", "C", "C", "N", "C", "O", "C", "O", "N", "H", "C", "C", "C", "C", "C", "O", "H", "H", "H", "H", "H", "H", "H", "H", "H", "H", "H", "H", "H", "H", "H", "H", "F", "H", "H", "H", "H"], "xyz": [[-0.9380, -2.4266, 1.9110], [-2.0851, -1.8938, 1.1257], [-3.2578, -2.6251, 0.9693], [-4.3187, -2.0818, 0.2683], [-4.2680, -0.8130, -0.2815], [-3.0997, -0.0853, -0.1303], [-2.0257, -0.6278, 0.5464], [-0.5074, 0.3088, 0.7485], [0.5464, -0.4096, 0.0869], [-0.3733, 0.6166, 2.1420], [-0.7907, 1.7315, -0.0565], [-0.5023, 1.8003, -1.4787], [-1.4098, 2.8615, -2.1005], [-1.2608, 4.1596, -1.3067], [-0.2614, 4.5822, -1.4674], [-1.5033, 3.9558, 0.0782], [-0.7010, 2.9762, 0.6709], [0.7690, 3.4525, 0.8714], [1.6178, 2.3881, 1.3249], [2.3229, 1.6397, 0.4618], [2.5149, 1.9201, -0.7115], [2.8870, 0.3728, 1.1016], [2.7912, 0.1495, 2.2920], [3.4993, -0.4021, 0.1954], [3.4060, -0.0969, -0.7658], [3.8490, -1.7858, 0.4406], [2.9805, -2.6942, -0.3662], [3.0305, -3.0349, -1.6876], [1.9062, -3.8605, -1.9269], [1.2571, -3.9541, -0.7359], [1.8998, -3.2536, 0.2110], [0.3669, -4.4757, -0.4450], [1.6260, -4.3171, -2.8539], [3.7769, -2.7421, -2.3975], [3.6947, -1.9660, 1.5073], [4.9014, -1.9433, 0.1819], [1.4375, 1.9581, 2.2264], [0.7657, 4.2712, 1.5938], [1.1866, 3.8026, -0.0755], [-1.1392, 2.7841, 1.6568], [-2.0059, 4.8973, -1.6107], [-2.4497, 2.5334, -2.0574], [-1.1357, 3.0267, -3.1415], [0.5530, 2.0421, -1.6549], [-0.6949, 0.8087, -1.8904], [-3.0231, 0.9137, -0.5256], [-5.1213, -0.4147, -0.8058], [-5.4423, -2.8089, 0.1263], [-3.3543, -3.6115, 1.3959], [-0.0267, -2.3991, 1.3180], [-0.7610, -1.7871, 2.7748], [-1.1288, -3.4425, 2.2466]], "mulliken_charge": [-1.2363, 0.8961, -0.9685, 0.2258, -0.9499, -0.6947, 0.4038, 1.4832, -0.5699, -0.8344, 0.1714, -0.5391, -0.5511, -0.5063, 0.2723, -0.5292, -0.1199, -0.6812, -0.1000, 0.5398, -0.7120, 0.4147, -0.6601, -0.0577, 0.2851, -1.1874, 0.4448, -0.3830, -0.6757, -0.3564, -0.2715, 0.5376, 0.4614, 0.5139, 0.4171, 0.3697, 0.3483, 0.2624, 0.3923, 0.5003, 0.4220, 0.1980, 0.4325, 0.3185, 0.4197, 0.4208, 0.4919, -0.3359, 0.4675, 0.0273, 0.3782, 0.4037], "largest_force_ha_per_bohr": 0.020, "energy_ha": -1850.99006, "smiles": "Cc1cc(F)ccc1S(=O)(=O)N1CCCO[C@@H]1CNC(=O)C(=O)NCc1ccco1", "charge": 0, "spin_multiplicity": 1}



{"formula": "C16H22BrClN3OS", "method": "the ωB97M-V functional and the def2-TZVPD basis", "elements": ["C", "C", "Cl", "C", "C", "C", "C", "C", "C", "N", "C", "N", "S", "N", "C", "C", "C", "C", "C", "Br", "H", "H", "H", "H", "H", "H", "H", "H", "H", "H", "H", "H", "H", "H", "H", "H", "H", "C", "C", "O", "H", "H", "H", "H", "H"], "xyz": [[4.8553, -0.1555, 0.9765], [3.8059, -1.3853, 1.0246], [3.8868, -2.2969, -0.5667], [2.3222, -0.9517, 1.4910], [1.1790, -1.1396, 0.3909], [0.0814, -2.3061, 0.4938], [-1.0667, -2.4815, -0.5377], [-2.2121, -3.6303, -0.4228], [-3.5776, -2.8073, -0.0699], [-3.5193, -2.1041, 1.0606], [-1.2372, -1.5031, -1.7921], [-2.3064, -1.5943, -2.7604], [-1.9009, -0.2373, -3.7690], [-0.4775, 0.4188, -3.0469], [-0.1437, -0.3672, -1.8781], [1.0304, -0.1791, -0.8310], [2.0080, 1.0867, -1.1093], [1.0289, 2.4006, -1.0197], [1.6094, 3.4582, 0.0687], [0.0128, 4.5432, 0.6500], [4.6940, 0.5258, 1.8979], [4.8329, 0.4324, -0.0088], [5.9053, -0.6151, 1.1029], [4.2088, -2.1024, 1.8436], [2.3847, 0.1658, 1.7856], [2.0481, -1.5289, 2.4394], [0.1740, -3.0279, 1.3820], [-1.9615, -4.3781, 0.4188], [-2.3979, -4.1240, -1.4383], [-4.4988, -2.7978, -0.7659], [-4.4217, -1.6018, 1.1939], [2.8644, 1.1613, -0.3573], [2.3386, 0.9833, -2.2025], [-0.0339, 2.1150, -0.6565], [0.8971, 2.9154, -2.0338], [2.4468, 4.1083, -0.3600], [2.0650, 2.8551, 0.9452], [-3.1718, 1.3056, 0.9097], [-3.5848, 2.7791, 0.7077], [-4.6776, 2.9951, 1.4393], [-3.9551, 0.6145, 0.5788], [-2.2680, 1.0839, 0.3200], [-2.9391, 1.0878, 1.9580], [-3.6553, 2.9114, -0.3933], [-2.6730, 3.3676, 0.9411]], "mulliken_charge": [-1.1337, 0.2244, -0.1986, -0.7513, 0.3546, -1.1241, 0.7419, -0.8309, -0.0568, -0.5277, 0.6325, -0.6441, 0.1310, -0.5564, 0.4348, 0.3269, -0.4316, -0.3406, -0.4328, -0.1890, 0.2808, 0.2888, 0.3427, 0.3778, 0.1648, 0.4282, 0.1735, 0.3694, 0.2690, 0.2872, 0.2857, -0.1866, 0.3459, 0.0436, 0.2643, 0.3536, 0.2333, -0.4986, 0.0784, -0.9211, 0.1215, -0.0067, 0.3474, 0.1522, -0.2234], "largest_force_ha_per_bohr": 0.123, "energy_ha": -4294.48063, "charge": -1, "spin_multiplicity": 1}



{"formula": "C25H34GeMnN3O7", "method": "the ωB97M-V functional and the def2-TZVPD basis", "elements": ["Mn", "O", "C", "O", "C", "C", "C", "C", "C", "N", "C", "O", "O", "H", "H", "H", "C", "C", "C", "C", "O", "Ge", "O", "C", "C", "C", "C", "O", "C", "C", "C", "C", "H", "H", "H", "H", "H", "H", "H", "H", "H", "H", "H", "H", "H", "H", "H", "H", "H", "H", "H", "H", "H", "H", "H", "H", "H", "H", "H", "N", "C", "C", "C", "C", "N", "C", "C", "H", "H", "H", "H"], "xyz": [[0.0147, 0.2421, 0.1483], [-0.9823, -3.9762, 1.1536], [-0.5073, -2.8513, 1.0636], [-0.0891, -2.2204, 0.0496], [-0.2866, -2.0372, 2.3497], [-0.2440, -2.5697, 3.6286], [0.1993, -1.7648, 4.6690], [0.6394, -0.4746, 4.3963], [0.5324, -0.0129, 3.0997], [0.0319, -0.7702, 2.1261], [1.0612, 1.3045, 2.5783], [1.4982, 2.1616, 3.3044], [1.0050, 1.3501, 1.2764], [-0.5416, -3.5995, 3.7687], [0.2360, -2.1434, 5.6822], [1.0711, 0.1690, 5.1504], [0.7023, 3.2227, -2.4240], [1.7363, 2.1439, -2.1066], [2.5207, 1.7855, -3.3688], [2.6973, 2.6191, -1.0199], [1.0249, 0.9909, -1.6611], [1.1806, -0.8537, -2.1531], [-1.1041, -0.2326, -1.1998], [-2.3210, -0.6599, -1.7779], [-2.8325, -1.9489, -1.1316], [-2.0908, -0.8862, -3.2755], [-3.3601, 0.4536, -1.5988], [2.2750, -0.9687, -0.7264], [3.1836, -1.9828, -0.3013], [3.0243, -3.2356, -1.1634], [4.5934, -1.4122, -0.4513], [2.9061, -2.3083, 1.1640], [1.1856, 4.1433, -2.7518], [0.0275, 2.8699, -3.2057], [0.1138, 3.4335, -1.5289], [3.0179, 2.6681, -3.7684], [3.2782, 1.0321, -3.1356], [1.8481, 1.3804, -4.1291], [3.2724, 3.4786, -1.3684], [2.1487, 2.8956, -0.1217], [3.3819, 1.8105, -0.7597], [-2.0911, -2.7385, -1.2282], [-3.0165, -1.7916, -0.0668], [-3.7623, -2.2620, -1.6096], [-1.4034, -1.7188, -3.4255], [-3.0310, -1.1149, -3.7761], [-1.6566, 0.0130, -3.7185], [-3.6282, 0.5617, -0.5462], [-2.9571, 1.4006, -1.9638], [-4.2633, 0.2133, -2.1601], [3.2513, -2.9956, -2.2064], [3.6919, -4.0318, -0.8357], [1.9923, -3.5896, -1.1033], [4.7655, -1.1189, -1.4889], [4.7117, -0.5345, 0.1856], [5.3379, -2.1581, -0.1701], [1.9492, -2.8180, 1.2537], [3.6917, -2.9444, 1.5733], [2.8657, -1.3811, 1.7402], [-6.6195, 3.5261, 2.1623], [-5.5808, 3.0744, 1.9742], [-4.2936, 2.4983, 1.7363], [-3.3360, 3.1686, 0.9792], [-2.1164, 2.5575, 0.7695], [-1.8146, 1.3470, 1.2417], [-2.7306, 0.7129, 1.9749], [-3.9731, 1.2456, 2.2553], [-3.5532, 4.1412, 0.5617], [-1.3373, 3.0550, 0.2044], [-2.4542, -0.2645, 2.3504], [-4.6870, 0.7013, 2.8566]], "lowdin_spin": [3.7849, 0.0033, 0.0023, 0.0359, 0.0030, -0.0006, 0.0026, -0.0001, 0.0036, 0.0038, 0.0053, 0.0071, -0.0106, 0.0001, 0.0001, -0.0002, 0.0008, 0.0012, -0.0010, -0.0003, 0.0033, -0.0015, 0.0797, 0.0086, 0.0019, -0.0013, 0.0039, 0.0266, 0.0015, 0.0002, 0.0009, 0.0001, 0.0001, 0.0001, 0.0001, -0.0001, -0.0001, -0.0001, 0.0000, -0.0001, 0.0000, 0.0001, 0.0000, 0.0006, -0.0002, -0.0006, 0.0002, -0.0001, 0.0001, 0.0003, -0.0001, 0.0000, 0.0000, 0.0000, 0.0000, 0.0002, 0.0000, 0.0000, 0.0000, -0.0001, 0.0000, -0.0002, 0.0010, 0.0032, 0.0264, 0.0022, 0.0009, 0.0001, 0.0007, 0.0002, 0.0002], "largest_force_ha_per_bohr": 0.022, "energy_ha": -4892.00414, "charge": 0, "spin_multiplicity": 5}